C31H26CoN5S | ωB97M-V/def2-TZVPD

The geometry in XYZ format:
```
64
C31H26CoN5S ωB97M-V/def2-TZVPD
Co 0.107 -0.076 -0.296
C -0.471 2.873 -0.031
N -1.061 1.776 -0.812
C -0.837 1.971 -2.258
C -1.133 0.685 -2.978
C -1.702 0.642 -4.238
C -1.963 -0.594 -4.809
C -1.665 -1.745 -4.094
C -1.091 -1.616 -2.845
N -0.817 -0.424 -2.301
C -2.497 1.601 -0.515
C -2.791 0.363 0.299
C -4.054 0.159 0.831
C -4.318 -1.019 1.507
C -3.308 -1.963 1.639
C -2.070 -1.675 1.110
N -1.813 -0.532 0.451
C 1.030 2.774 -0.055
C 1.841 3.888 0.040
C 3.217 3.715 0.059
C 3.733 2.432 -0.023
C 2.858 1.370 -0.124
N 1.527 1.533 -0.143
H -0.818 2.776 1.001
H -0.798 3.850 -0.395
H 0.208 2.247 -2.414
H -1.453 2.786 -2.647
H -1.946 1.560 -4.758
H -2.408 -0.658 -5.793
H -1.873 -2.727 -4.495
H -0.833 -2.488 -2.255
H -3.056 1.532 -1.450
H -2.886 2.477 0.007
H -4.821 0.914 0.705
H -5.300 -1.200 1.925
H -3.472 -2.899 2.155
H -1.246 -2.370 1.212
H 1.400 4.874 0.098
H 3.875 4.572 0.132
H 4.798 2.251 -0.017
H 3.224 0.355 -0.198
S 2.187 -2.579 2.832
C 1.104 -1.584 3.755
C 0.869 -1.596 5.128
C -0.036 -0.684 5.632
C -0.692 0.225 4.789
C -0.456 0.235 3.432
C 0.453 -0.686 2.909
N 0.819 -0.821 1.574
C 1.702 -1.765 1.401
C 2.210 -2.050 0.053
C 3.355 -2.809 -0.176
C 3.840 -2.964 -1.466
C 3.193 -2.353 -2.531
C 2.040 -1.601 -2.317
C 1.565 -1.456 -1.034
H 1.384 -2.290 5.778
H -0.236 -0.666 6.694
H -1.393 0.930 5.216
H -0.962 0.938 2.780
H 3.874 -3.264 0.661
H 4.731 -3.553 -1.640
H 3.580 -2.460 -3.537
H 1.552 -1.132 -3.161
```

Results
Energy ... -88469.3702 eV
HOMO-LUMO gap (alpha / beta) ... 8.464 / 6.379 eV
Energy relative to the best compared isomer or geometry (same formula, charge and spin) ... 0.0 kcal/mol
Net charge ... +2
LUMO (alpha / beta) ... -5.49 / -7.54 eV
Spin multiplicity ... 5

---

C45H60Ge2IN8OPZr | ωB97M-V/def2-TZVPD

The geometry in XYZ format:
```
119
C45H60Ge2IN8OPZr ωB97M-V/def2-TZVPD
Zr -0.123 -0.698 -0.271
C -3.675 -2.082 2.383
C -2.350 -1.600 1.913
N -2.041 -1.435 0.682
N -3.017 -1.676 -0.282
C -2.762 -0.969 -1.337
O -1.685 -0.174 -1.394
C -3.671 -1.025 -2.485
C -4.561 -2.089 -2.632
C -5.410 -2.127 -3.723
C -5.382 -1.100 -4.662
C -4.508 -0.032 -4.508
C -3.647 0.004 -3.424
C -1.288 -1.194 2.868
C -1.465 -1.277 4.234
C -0.459 -0.813 5.075
C 0.688 -0.288 4.514
C 0.788 -0.252 3.132
N -0.170 -0.685 2.324
H -4.315 -2.317 1.541
H -3.551 -2.967 3.012
H -4.156 -1.311 2.990
H -4.584 -2.876 -1.888
H -6.097 -2.955 -3.845
H -6.050 -1.132 -5.514
H -4.498 0.771 -5.235
H -2.964 0.833 -3.290
H -2.381 -1.687 4.641
H -0.577 -0.863 6.150
H 1.497 0.087 5.125
H 1.678 0.147 2.659
C -1.166 3.532 -2.352
C -0.299 4.378 -1.409
Ge 1.142 3.325 -0.645
C 2.153 4.147 0.784
C 3.182 3.199 1.404
C 2.252 2.671 -2.079
C 2.315 1.605 -2.898
Ge 1.239 -0.077 -2.591
C 2.399 -1.730 -2.806
C 3.805 -1.724 -3.431
C -0.182 -0.268 -3.976
C 0.110 -0.662 -5.425
C 3.202 1.702 -4.106
C 4.188 2.689 -4.230
C 4.941 2.809 -5.385
C 4.735 1.945 -6.456
C 3.777 0.953 -6.346
C 3.031 0.839 -5.182
H -1.922 4.147 -2.843
H -1.702 2.742 -1.814
H -0.564 3.061 -3.133
H -0.891 4.821 -0.608
H 0.165 5.203 -1.956
H 1.440 4.503 1.533
H 2.640 5.035 0.374
H 2.697 2.337 1.879
H 3.771 3.700 2.174
H 3.878 2.821 0.651
H 2.861 3.533 -2.378
H 1.764 -2.431 -3.360
H 2.478 -2.142 -1.801
H 3.770 -1.731 -4.516
H 4.366 -2.616 -3.129
H 4.395 -0.849 -3.153
H -0.762 0.658 -3.950
H -0.841 -1.023 -3.543
H 0.523 0.165 -6.000
H -0.818 -0.966 -5.918
H 0.804 -1.506 -5.503
H 4.402 3.369 -3.415
H 5.694 3.585 -5.452
H 5.320 2.046 -7.361
H 3.608 0.263 -7.165
H 2.290 0.067 -5.111
I -1.419 2.221 1.476
C 0.180 1.761 0.134
H -0.333 1.379 -0.767
H 0.863 1.030 0.614
C 3.795 -0.010 -0.200
C 3.184 -1.141 0.544
N 1.890 -1.473 0.600
C 1.817 -2.586 1.443
C 3.050 -2.926 1.854
N 3.901 -2.003 1.277
C 5.377 -2.037 1.394
N 5.816 -3.380 1.498
N 6.161 -3.883 2.729
N 6.322 -5.141 2.625
C 6.051 -5.518 1.312
C 6.060 -6.780 0.712
C 5.703 -6.845 -0.616
C 5.348 -5.689 -1.342
C 5.340 -4.437 -0.762
C 5.707 -4.391 0.586
H 3.054 0.744 -0.447
H 4.228 -0.355 -1.140
H 4.583 0.464 0.386
H 0.885 -3.061 1.698
H 3.396 -3.716 2.503
H 5.690 -1.509 2.289
H 5.800 -1.561 0.515
H 6.339 -7.661 1.275
H 5.699 -7.802 -1.122
H 5.088 -5.789 -2.389
H 5.089 -3.547 -1.328
C -1.054 -3.695 -2.690
P -0.303 -3.431 -1.053
C 1.163 -4.510 -1.153
C -1.382 -4.423 0.033
H -1.217 -4.765 -2.822
H -0.384 -3.334 -3.470
H -2.006 -3.173 -2.783
H 0.816 -5.503 -1.441
H 1.684 -4.577 -0.202
H 1.857 -4.142 -1.905
H -1.402 -5.442 -0.353
H -2.391 -4.017 0.035
H -1.000 -4.448 1.055
```

Results
Energy ... -193296.8391 eV
HOMO-LUMO gap ... 5.938 eV
Energy relative to the best compared isomer or geometry (same formula, charge and spin) ... 3.2 kcal/mol
Net charge ... +2
LUMO ... -6.54 eV